Entry 1:
DFT (ωB97M-V/def2-TZVPD) results for C3H5ClN2S in the gas phase at a distorted geometry.

Positions of all 12 atoms, in Å:
Cl 0.729 -2.862 0.577
S 0.705 2.744 -0.082
N 0.105 0.309 0.511
N -1.243 1.443 -1.250
C -0.219 1.423 -0.331
C -0.738 -2.018 0.150
C -0.798 -0.706 0.052
H 1.071 0.201 0.943
H -1.110 2.358 -1.675
H -1.583 -2.644 -0.141
H -1.752 -0.207 0.041
H -1.801 0.580 -1.735

Summary:
E_LUMO in eV: 0.5
Net charge: 0
Strongest force on any atom in eV/A: 4.23
Calculated total energy in a.u.: -1085.1464
SMILES string: NC(=S)N/C=C\Cl

Entry 2:
DFT (ωB97M-V/def2-TZVPD) results for a molecular structure, C3H5ClNO4S at a distorted geometry.

Positions of all 15 atoms, in Å:
Cl -1.464 3.565 -0.233
S -1.212 -2.322 -0.203
O -0.180 1.385 0.291
O -0.512 -2.392 -1.509
O -1.833 -0.177 -0.219
O -0.433 -2.680 0.954
N -2.207 2.048 -0.349
C -1.492 1.026 -0.103
C 1.589 -0.252 -0.428
C 0.817 0.395 0.710
H 0.343 -0.304 1.453
H 1.377 0.437 -1.242
H 2.489 -0.412 0.083
H 1.493 0.955 1.451
H 1.225 -1.272 -0.657

Summary:
E_LUMO in eV: 3.4
Net charge: -1
Strongest force on any atom in eV/A: 3.26
Calculated total energy in a.u.: -1331.4144

Entry 3:
DFT (ωB97M-V/def2-TZVPD) results for a molecular structure, C3H5ClNOS at a distorted geometry.

Positions of all 12 atoms, in Å:
Cl -1.682 1.530 -2.682
S -1.488 1.436 -0.718
O 0.838 1.703 1.583
N -0.088 -1.051 -0.275
C 0.082 0.765 -0.579
C 0.535 0.768 0.935
C 0.477 -0.771 1.089
H 1.542 -1.024 1.387
H -1.118 -1.240 -0.229
H 0.782 0.957 -1.498
H 0.397 -1.786 -0.930
H -0.278 -1.288 1.918

Summary:
E_LUMO in eV: -4.7
Net charge: +1
Strongest force on any atom in eV/A: 3.42
Calculated total energy in a.u.: -1105.3376

Entry 4:
DFT (ωB97M-V/def2-TZVPD) results for a gas-phase ion, C3H5ClNOS (charge +1) at a distorted geometry.

Positions of all 12 atoms, in Å:
Cl 3.914 -1.167 0.320
S 3.055 0.390 -0.661
O 0.453 2.442 -0.939
N 0.871 -0.339 0.841
C 0.631 1.432 -0.396
C -0.037 0.090 -0.255
C 1.783 0.802 0.551
H 1.305 -1.181 0.536
H 0.415 -0.243 1.731
H 0.177 -0.646 -1.178
H -1.020 0.011 0.156
H 2.094 1.299 1.462

Summary:
E_LUMO in eV: -4.8
Net charge: +1
Strongest force on any atom in eV/A: 3.61
Calculated total energy in a.u.: -1105.3546
SMILES string: O=C1C[NH2+][C@H]1SCl

Entry 5:
DFT (ωB97M-V/def2-TZVPD) results for C3H5ClO in the gas phase at a distorted geometry.

Positions of all 10 atoms, in Å:
Cl -1.226 0.877 0.683
O 1.171 -0.857 -1.299
C 0.893 0.326 -0.654
C 0.354 -0.055 0.593
C 0.282 -1.381 -0.143
H 1.837 0.890 -0.457
H -0.858 -1.215 -0.465
H 0.743 -0.061 1.544
H 0.550 -2.069 0.392
H 0.035 1.065 -1.009

Summary:
E_LUMO in eV: 0.9
Net charge: 0
Strongest force on any atom in eV/A: 12.28
Calculated total energy in a.u.: -652.5829

Entry 6:
DFT (ωB97M-V/def2-TZVPD) results for 2 unconnected molecules or ions with the total composition C3H5ClO at a distorted geometry.

Positions of all 10 atoms, in Å:
Cl -2.532 0.857 0.007
O -2.615 -0.665 0.001
C -0.323 -1.308 -0.072
C 0.105 -0.147 0.179
C 1.409 0.552 -0.033
H 2.259 -0.088 -0.503
H 1.795 0.886 0.896
H -0.561 0.769 0.555
H -0.495 -2.235 -0.443
H 0.956 1.379 -0.588

Summary:
E_LUMO (alpha / beta) in eV: 0.6 / -2.4
Net charge: 0
2S+1: 3
Strongest force on any atom in eV/A: 2.93
Calculated total energy in a.u.: -652.4436

Entry 7:
DFT (ωB97M-V/def2-TZVPD) results for 2 unconnected molecules or ions with the total composition C3H5ClO2 at a distorted geometry.

Positions of all 11 atoms, in Å:
Cl -0.932 -2.140 0.044
O -2.436 1.866 -0.224
O 0.411 0.001 -0.666
C -0.247 -0.568 0.360
C 1.831 -0.023 -0.634
C -2.354 0.931 0.478
H 2.161 0.661 -1.409
H 0.191 -0.503 1.352
H -3.041 0.502 1.210
H 2.214 0.304 0.338
H 2.201 -1.032 -0.849

Summary:
E_LUMO (alpha / beta) in eV: 0.5 / 0.6
Net charge: 0
Strongest force on any atom in eV/A: 2.26
Calculated total energy in a.u.: -727.8337

Entry 8:
DFT (ωB97M-V/def2-TZVPD) results for a gas-phase ion, C3H5ClO2P (charge -1) at a distorted geometry.

Positions of all 12 atoms, in Å:
Cl -2.209 1.243 0.483
P -1.788 -0.585 -0.601
O -2.363 -1.653 0.235
O 0.705 2.009 -0.834
C 0.092 -0.399 -0.127
C 0.828 0.899 0.126
C 0.748 -1.560 0.071
H 0.443 1.332 1.083
H -0.202 2.269 -0.816
H 0.240 -2.558 -0.186
H 1.716 -1.506 0.518
H 1.790 0.509 0.049

Summary:
E_LUMO in eV: 3.9
Net charge: -1
Strongest force on any atom in eV/A: 2.72
Calculated total energy in a.u.: -1069.3973
SMILES string: C=C(CO)P([O-])Cl

- calculated total energy of number 2 (C3H5ClNO4S)?
  -1331.4144 a.u.